Entry 1:
The following is a quantum chemistry calculation of 2 unconnected molecules or ions with the total composition C4H12NO2 in a non-equilibrium geometry, from the Open Molecules 2025 dataset.

Computed properties:
Lowest unoccupied orbital energy = 3.75 eV
Charge = -1

Structure (XYZ):
```
19
Properties=species:S:1:pos:R:3:forces:R:3
H -0.6319 2.1898 -0.0505 0.0 -0.1 0.1
O -1.4120 -4.0345 -2.5161 -0.8 0.0 -0.2
C -1.0480 -0.4504 -1.3250 1.2 0.0 -0.4
H -0.7986 0.6582 0.8026 0.2 0.3 0.4
H -0.6473 -4.5477 -2.7484 0.6 0.1 0.1
C 0.9854 1.1885 2.4708 1.0 -0.4 0.9
H 0.9203 -0.1155 -0.7484 -0.3 -0.6 -0.4
H -1.1337 -3.1859 -2.1003 0.2 0.3 0.5
O -0.8037 -1.6990 -0.9542 -0.2 -0.6 0.2
C -0.0935 1.2670 0.2137 -0.8 0.0 -1.0
H 0.8688 0.1018 2.4847 -0.4 0.1 0.1
H -1.1532 -0.3627 -2.4227 -0.3 0.2 -0.2
H 1.4709 2.6701 0.9679 -0.5 0.4 -0.1
H 0.2200 1.6514 3.1018 -0.5 0.0 -0.7
H 2.0268 1.1394 0.5838 -0.1 -0.4 0.1
H -1.9424 0.0465 -0.8513 0.3 0.0 -0.1
H 1.8714 1.3661 3.0990 0.3 0.1 -0.4
C 1.1496 1.6300 1.0202 0.3 -0.2 0.3
N 0.1511 0.4867 -1.0277 -0.2 0.9 0.9
```
Forces are in eV/Å.

Atomic partial charges in e from the Löwdin method, atoms 1 to 4: H 0.096; O -0.115; C -0.534; H 0.094


Entry 2:
The following is a quantum chemistry calculation of 2 unconnected molecules or ions with the total composition C4H12NO2 in a non-equilibrium geometry, from the Open Molecules 2025 dataset.

Computed properties:
Lowest unoccupied orbital energy = 3.89 eV
Charge = -1

Structure (XYZ):
```
19
Properties=species:S:1:pos:R:3:forces:R:3
C 1.0900 -1.1285 -0.3625 1.5 0.9 1.3
H 0.8472 1.1109 -0.4072 -0.2 0.2 0.8
H 2.0789 -0.0129 -2.5160 -1.3 1.4 -1.3
H -1.2681 1.7948 1.1066 -0.4 -1.6 0.0
H 1.6223 -0.9117 -1.3259 0.4 -0.8 0.2
O 1.5771 -2.1150 0.4326 -0.7 1.0 -0.8
C 1.1310 0.3611 0.3552 -1.7 -2.1 0.9
C -2.1102 -0.1406 0.3276 -0.2 2.8 -2.1
N 0.1542 0.2358 1.5285 -1.3 1.4 -0.5
H 2.0926 0.5900 0.8608 -0.3 -0.2 -0.8
C -1.3752 0.6772 1.3423 3.9 0.5 0.6
H -3.0806 0.3487 0.0922 0.4 0.0 -0.1
H 0.0340 -1.2266 -0.6769 0.0 -0.2 0.0
H -1.8060 0.6206 2.3491 0.0 -0.1 -0.2
H -2.4068 -1.0706 0.6892 0.2 -2.0 0.4
H 1.1695 1.0278 -2.0373 -0.2 0.2 -0.7
O 1.4677 0.7104 -2.9103 1.5 -1.1 1.4
H 0.2684 -0.7540 1.7749 -0.4 0.2 -0.1
H -1.4861 -0.1174 -0.6229 -1.1 -0.6 1.2
```
Forces are in eV/Å.

Atomic partial charges in e from the Löwdin method, atoms 1 to 4: C -0.497; H 0.061; H 0.052; H 0.107


Entry 3:
The following is a quantum chemistry calculation of a molecular structure, C4H12NO2 in a non-equilibrium geometry, from the Open Molecules 2025 dataset.

Computed properties:
Lowest unoccupied orbital energy = 2.56 eV
Charge = -1

Structure (XYZ):
```
19
Properties=species:S:1:pos:R:3:forces:R:3
H -2.5029 -0.8029 -0.3574 0.4 0.0 -0.6
C 0.1084 -1.1859 -1.6827 -1.2 0.9 0.0
H 1.8941 -0.2727 1.4912 -1.2 0.1 -1.4
H -0.3717 -0.1570 -1.7693 0.5 -0.3 -0.8
C -2.0203 -1.7060 -0.8894 -3.5 -0.2 -0.2
C 1.2505 0.3892 0.8341 0.0 4.3 2.0
O 1.4664 2.9353 1.9910 -0.6 -1.7 -0.6
H -2.7293 -2.5157 -0.4804 1.2 0.4 -0.2
H 1.9044 2.1015 0.7308 -0.5 3.1 2.4
H -0.5220 0.2086 2.1383 0.0 -0.6 -1.2
H 0.1046 -1.6802 -2.7249 0.4 0.7 1.0
H 0.2853 -0.2418 0.3085 -1.8 -1.4 -1.0
H 1.8341 3.7549 2.2387 0.6 1.4 0.3
H -0.5626 1.6176 0.9099 0.1 -0.8 -0.8
O 1.9336 1.3779 0.1020 -1.1 -5.3 -1.0
N -0.6807 -1.8920 -0.7163 2.6 -0.4 0.9
C -0.1514 0.6408 1.1926 4.3 0.3 1.1
H 1.1532 -0.8990 -1.3481 -0.6 -0.9 -0.4
H -2.3936 -1.6728 -1.9687 0.4 0.3 0.5
```
Forces are in eV/Å.

Atomic partial charges in e from the Löwdin method, atoms 1 to 4: H 0.037; C -0.324; H 0.172; H 0.058


Entry 4:
The following is a quantum chemistry calculation of 2 unconnected molecules or ions with the total composition C4H12NO2 in a non-equilibrium geometry, from the Open Molecules 2025 dataset.

Computed properties:
Lowest unoccupied orbital energy (spin up / spin down) = 0.41 / 0.23 eV
Charge = 0
Expectation value of S² = 0.75
2S+1 = 2

Structure (XYZ):
```
19
Properties=species:S:1:pos:R:3:forces:R:3
C -1.0554 0.5531 1.8104 -1.9 2.2 1.2
H -0.0843 1.0259 1.7056 0.1 0.0 -0.2
H 0.8366 -0.4500 0.6001 -0.4 -1.5 -1.6
C -0.3608 1.3448 -0.9551 -2.8 -1.1 -0.2
O 3.1701 -0.9058 -0.9397 -0.7 -0.1 0.8
H -2.0092 -1.0457 0.7267 0.0 -0.8 0.3
H 3.2443 -0.3639 -1.7337 0.9 -0.5 0.0
O 0.7739 1.7730 -0.8680 4.2 1.0 0.1
C -1.6722 -0.0283 0.5581 -0.1 -2.0 -1.5
H -1.7732 1.3777 2.0595 1.0 0.1 -0.3
H -2.6192 0.4161 0.2193 0.6 0.5 0.2
H -1.2097 -0.4911 -1.6032 0.1 -0.7 0.5
H 1.2658 -0.7245 -0.9931 -0.2 -0.2 0.5
H 0.2664 -1.9281 -0.3314 0.2 0.6 0.5
H -1.2019 1.9758 -1.2774 -0.2 -0.2 0.0
N 0.4993 -0.9194 -0.3218 -0.3 2.2 0.4
H 3.8014 -1.6189 -0.7701 0.1 0.6 -1.0
C -0.7211 -0.0856 -0.6903 -1.0 0.9 0.8
H -1.1504 0.0948 2.8040 0.4 -1.2 -0.7
```
Forces are in eV/Å.

Atomic partial charges in e from the Löwdin method, atoms 1 to 4: C -0.124; H 0.069; H 0.173; C -0.439


Entry 5:
The following is a quantum chemistry calculation of 2 unconnected molecules or ions with the total composition C4H12NO2 in a non-equilibrium geometry, from the Open Molecules 2025 dataset.

Computed properties:
Lowest unoccupied orbital energy = -3.88 eV
Charge = +1

Structure (XYZ):
```
19
Properties=species:S:1:pos:R:3:forces:R:3
H -0.0819 -0.2906 2.9532 -0.1 0.6 -0.1
H 0.3631 -0.8341 -2.1390 -0.7 2.0 0.4
H 0.0311 -1.8586 2.3698 1.0 -0.1 -0.8
H 2.3313 -0.4285 0.9108 -2.9 -0.3 0.6
O 0.2378 1.9988 -0.5773 1.7 -2.2 -4.1
H 1.5646 -0.9121 2.9437 -1.5 -0.9 0.3
H 1.8328 -0.6836 -1.8748 -0.4 1.9 2.0
O -3.1323 -0.7679 -0.1421 2.4 -2.9 5.1
H 0.7319 1.5588 -2.6967 0.0 1.0 1.9
N 0.3733 -0.6060 -0.0748 6.4 -3.1 -0.9
C 0.6609 1.3243 -1.5600 -1.7 1.9 0.9
H -0.5384 -0.3414 -0.0870 -3.9 0.7 0.7
C 0.9053 -0.1123 -1.4248 0.1 -4.6 -0.7
C 0.5863 -0.9096 2.3717 1.9 0.8 1.7
H 0.5206 -1.6950 -0.0739 -1.1 2.5 -0.1
C 1.1670 -0.2042 1.1719 1.8 -0.9 -1.9
H -3.4521 -0.3740 -0.8492 -2.2 3.2 -5.5
H -3.9066 -1.1959 0.2319 0.1 -0.2 0.3
H 1.2297 0.8617 1.2373 -0.7 0.6 0.2
```
Forces are in eV/Å.

Atomic partial charges in e from the Löwdin method, atoms 1 to 4: H 0.080; H 0.163; H 0.095; H 0.184


Entry 6:
The following is a quantum chemistry calculation of 2 unconnected molecules or ions with the total composition C4H12NO2 in a non-equilibrium geometry, from the Open Molecules 2025 dataset.

Computed properties:
Lowest unoccupied orbital energy (spin up / spin down) = -10.54 / -14.41 eV
Charge = +2
Expectation value of S² = 0.76
2S+1 = 2

Structure (XYZ):
```
19
Properties=species:S:1:pos:R:3:forces:R:3
C 0.4229 1.7087 -0.3459 1.4 1.6 -0.8
O 1.9828 0.0690 1.6937 0.2 -0.5 -1.9
C -0.6287 -2.0055 0.0981 0.1 0.2 0.5
H -1.4183 -2.0347 -0.5985 -1.3 -0.6 -0.5
H -1.2113 0.6469 0.7105 0.5 0.2 -0.1
H 1.2724 1.3688 -0.9895 -0.9 0.5 0.0
O -1.8358 -0.2620 -1.9799 0.0 1.3 0.3
H 2.9354 -0.0606 1.4859 -0.8 0.3 1.0
H 1.7981 0.2981 2.5990 0.6 0.0 0.7
H -0.9868 -2.0237 1.1336 0.2 0.4 -0.3
H -0.0836 2.6034 -0.7477 0.6 -0.1 0.0
H 0.9457 -0.6301 0.4017 -0.5 0.0 -0.6
N 0.1067 -0.7489 -0.2764 0.2 1.2 4.4
C -0.5598 0.6416 -0.1952 -0.1 -3.0 1.5
H 0.9433 2.0183 0.5721 -0.6 -0.3 0.1
H 0.0107 -2.8691 -0.0774 0.2 0.2 0.0
H 0.3859 -0.8537 -1.1873 1.6 -0.4 -2.9
C -1.6571 0.6617 -1.2387 -1.7 -0.7 -0.6
H -2.4226 1.4716 -1.0581 0.2 -0.1 -0.7
```
Forces are in eV/Å.

Atomic partial charges in e from the Löwdin method, atoms 1 to 4: C 0.004; O -0.024; C 0.064; H 0.078